No. 1
C4H10BrInOP | wB97M-V/def2-TZVPD

Summary:
LUMO = 3.01 eV
total charge = -1
HOMO level = -3.778 eV
frontier orbital gap = 6.8 eV
total energy = -3339.1135 a.u.

Last column: Mulliken charge in e.
Positions of all 18 atoms, in Å:
C  2.311  -1.014  0.660  -0.850
P  1.658  -0.392  -1.041  -0.020
C  1.468  1.506  -0.746  -0.847
In  -0.796  -1.195  -1.025  0.498
C  -1.675  -0.302  0.913  -0.930
C  -2.491  0.999  0.482  0.530
O  -2.194  2.153  0.892  -0.557
Br  -4.028  0.700  -0.789  -0.230
H  2.203  -0.227  1.488  0.229
H  3.387  -1.385  0.617  0.303
H  1.675  -1.916  1.003  0.194
H  0.690  1.590  0.107  0.164
H  2.456  2.012  -0.488  0.287
H  0.945  1.975  -1.659  0.254
H  -0.830  -2.986  -1.018  -0.335
H  -1.669  -0.502  -2.463  -0.305
H  -0.800  0.036  1.586  0.214
H  -2.311  -1.054  1.482  0.400



No. 2
C4H10BrO2Sr | wB97M-V/def2-TZVPD

Summary:
LUMO (spin up / spin down) = -0.30 / -0.82 eV
multiplicity = 2
HOMO level (spin up / spin down) = -5.955 / -8.912 eV
frontier orbital gap (spin up / spin down) = 5.7 / 8.1 eV
total energy = -2913.5219 a.u.

Last column: Mulliken charge in e.
Positions of all 18 atoms, in Å:
Sr  2.703  -2.095  -3.659  0.771
Br  3.175  -0.655  -1.072  -0.826
C  -0.069  -2.291  1.428  -0.756
O  -0.837  -1.162  1.098  -0.307
C  -0.127  0.006  1.450  -0.547
C  -0.101  0.938  0.196  -0.227
O  -1.338  1.106  -0.515  -0.361
C  -1.153  2.061  -1.609  -0.732
H  -0.135  -2.486  2.499  0.323
H  0.845  -2.354  0.838  0.304
H  -0.806  -3.040  1.140  0.272
H  0.873  -0.066  1.879  0.361
H  -0.556  0.575  2.275  0.350
H  0.520  0.499  -0.585  0.176
H  0.413  1.885  0.365  0.358
H  -2.103  2.546  -1.836  0.280
H  -0.783  1.620  -2.534  0.258
H  -0.520  2.912  -1.358  0.303



No. 3
C4H10ClMgO2 | wB97M-V/def2-TZVPD

Summary:
LUMO = -9.56 eV
total charge = +1
HOMO level = -10.852 eV
frontier orbital gap = 1.3 eV
total energy = -968.6787 a.u.

Last column: Mulliken charge in e.
Positions of all 18 atoms, in Å:
Mg  -8.645  -1.775  -7.807  1.196
Cl  -6.458  -0.236  -4.932  -0.196
C  -1.786  0.918  0.815  -0.752
O  -0.661  0.420  0.175  -0.304
C  0.354  0.445  1.224  -0.496
C  1.493  -0.478  0.990  -0.528
O  2.353  -0.094  -0.143  -0.296
C  3.669  -0.488  0.028  -0.711
H  -2.108  0.401  1.719  0.320
H  -2.646  0.815  0.153  0.286
H  -1.728  1.971  1.090  0.304
H  -0.102  0.114  2.158  0.364
H  0.687  1.465  1.412  0.307
H  1.289  -1.548  0.972  0.315
H  2.113  -0.189  1.839  0.334
H  3.858  -1.556  0.137  0.291
H  4.035  -0.066  0.965  0.310
H  4.282  -0.118  -0.793  0.256



- The lowest total energy belongs to which entry?
  C4H10BrInOP



Please write out number 2 again, unchanged.
C4H10BrO2Sr | wB97M-V/def2-TZVPD

Summary:
LUMO (spin up / spin down) = -0.30 / -0.82 eV
multiplicity = 2
HOMO level (spin up / spin down) = -5.955 / -8.912 eV
frontier orbital gap (spin up / spin down) = 5.7 / 8.1 eV
total energy = -2913.5219 a.u.

Last column: Mulliken charge in e.
Positions of all 18 atoms, in Å:
Sr  2.703  -2.095  -3.659  0.771
Br  3.175  -0.655  -1.072  -0.826
C  -0.069  -2.291  1.428  -0.756
O  -0.837  -1.162  1.098  -0.307
C  -0.127  0.006  1.450  -0.547
C  -0.101  0.938  0.196  -0.227
O  -1.338  1.106  -0.515  -0.361
C  -1.153  2.061  -1.609  -0.732
H  -0.135  -2.486  2.499  0.323
H  0.845  -2.354  0.838  0.304
H  -0.806  -3.040  1.140  0.272
H  0.873  -0.066  1.879  0.361
H  -0.556  0.575  2.275  0.350
H  0.520  0.499  -0.585  0.176
H  0.413  1.885  0.365  0.358
H  -2.103  2.546  -1.836  0.280
H  -0.783  1.620  -2.534  0.258
H  -0.520  2.912  -1.358  0.303